Here is a molecular structure, C29H80F6N5O15S2Sr from the OMol25 dataset. Energies are from the ωB97M-V functional and the def2-TZVPD basis.

Summary:
- DFT total energy: -3981.210605 a.u.
- Total charge: +1
- Maximum force: 3.11 eV Å⁻¹
- LUMO: -4.45 eV
- Orbital gap: 6.40 eV

XYZ file:
```
138
Properties=species:S:1:pos:R:3:forces:R:3:mulliken_charge:R:1
Sr -2.792 -1.766 -0.239 0.863 -0.033 -0.063 1.7993
C -0.032 1.369 0.050 0.282 -1.327 0.347 0.1675
F -1.314 1.617 0.224 -1.427 0.304 -0.050 -0.2353
F 0.286 1.465 -1.200 -0.020 -0.015 -1.343 0.3833
F 0.677 2.184 0.739 0.832 1.514 1.273 -0.0864
S 0.295 -0.302 0.736 -0.604 -1.773 0.797 -0.2694
O 1.680 -0.407 0.991 1.002 -0.043 -0.735 -0.4352
O -0.505 -0.454 1.915 -1.665 0.199 -0.325 -0.2635
N -0.353 -1.364 -0.423 1.552 1.418 1.103 0.5882
S 0.848 -1.754 -1.440 -0.246 -0.508 -2.579 -0.4293
O 0.294 -2.376 -2.613 -0.786 -0.474 0.570 -0.2131
O 1.743 -0.693 -1.729 0.487 0.619 0.518 -0.3367
C 1.837 -3.090 -0.611 -0.971 -0.469 -0.619 0.4290
F 1.327 -3.346 0.574 -0.242 -0.423 0.706 -0.0569
F 1.777 -4.198 -1.373 0.074 0.383 0.408 -0.1832
F 3.060 -2.700 -0.498 1.374 0.224 0.108 -0.1663
C 3.373 2.880 -0.568 -2.250 -0.767 -1.861 0.3546
O 4.376 3.514 0.058 1.996 1.418 1.670 -0.5436
H 3.161 1.894 -0.157 0.016 -0.294 -0.138 0.1067
H 2.445 3.458 -0.498 0.268 0.111 0.354 -0.6071
H 3.560 2.840 -1.651 -0.070 -0.496 -0.024 0.3099
H 5.102 2.901 0.176 0.223 0.082 0.074 0.3266
C 1.696 -6.376 1.777 0.594 -0.345 0.539 -0.3955
O 0.299 -6.279 1.832 -0.761 0.170 -0.070 -0.4643
H 2.010 -6.163 0.765 0.084 0.089 -0.194 0.0906
H 2.177 -5.681 2.475 0.052 0.087 -0.161 0.1445
H 2.029 -7.385 2.044 0.074 0.044 -0.155 0.3565
H 0.011 -6.620 2.682 -0.073 0.008 0.003 0.2670
C 4.488 -1.364 -3.336 -0.336 0.676 -0.890 -0.2993
O 5.314 -1.317 -4.550 -0.538 -0.594 1.475 -0.5635
H 4.336 -2.388 -2.987 0.450 -0.024 -0.424 0.1568
H 4.882 -0.781 -2.485 0.181 -0.103 -0.487 0.3132
H 3.480 -0.976 -3.566 0.367 -0.079 0.128 0.0723
H 5.174 -0.478 -4.993 -0.101 0.136 0.158 0.3165
C 2.391 -3.286 -5.550 -0.489 -1.048 0.142 -0.7796
C 1.102 -2.630 -6.003 -0.510 0.429 -0.005 0.4767
O 0.792 -3.015 -7.367 -0.062 0.324 0.761 -0.5683
H 3.288 -2.815 -5.932 0.147 0.029 -0.008 0.2534
H 2.311 -4.320 -5.913 0.324 0.227 -0.315 0.3951
H 2.463 -3.464 -4.471 -0.051 0.710 0.013 0.0421
H 1.077 -1.530 -5.911 0.417 -0.235 -0.134 0.2136
H 0.269 -2.926 -5.345 0.154 -0.342 -0.398 -0.3066
H 1.091 -2.313 -7.951 0.034 -0.092 0.018 0.3280
C 0.405 5.597 2.722 0.493 1.547 0.385 -0.4175
C 1.805 6.188 2.585 0.432 -0.013 -1.067 -0.5732
O 2.020 6.628 1.174 -0.620 -0.283 1.280 -0.5639
H 0.250 5.208 3.736 0.601 -0.137 -0.480 0.3820
H 0.199 4.880 1.941 0.205 -0.228 0.068 -0.0334
H -0.335 6.410 2.656 0.157 -0.269 -0.268 0.4115
H 2.582 5.452 2.835 -0.203 0.090 -0.112 0.3509
H 1.942 7.050 3.252 -0.078 -0.127 -0.257 0.3195
H 2.917 6.431 0.893 0.084 -0.075 0.234 0.2783
C 0.757 4.254 -2.536 0.322 1.572 -0.081 -0.1603
C 1.060 5.673 -2.006 -0.050 0.121 -0.019 -0.5859
O 0.164 5.977 -0.933 0.307 0.039 0.512 -0.3779
H 0.873 3.592 -1.689 -0.049 -0.318 -0.266 -0.5825
H 1.440 4.036 -3.366 -0.034 -0.245 0.318 0.4582
H -0.254 4.245 -2.933 -0.132 -0.176 0.058 0.2766
H 0.931 6.440 -2.783 -0.019 -0.283 -0.036 0.3510
H 2.114 5.743 -1.695 -0.252 -0.122 0.143 0.2986
H 0.637 6.407 -0.178 -0.077 -0.500 -0.808 0.2910
C -1.352 -2.758 5.813 0.314 0.628 0.079 -1.2847
C -1.668 -1.812 4.683 -0.603 -0.113 -0.219 0.8384
O -2.999 -2.159 4.123 1.017 0.068 0.061 -0.5987
H -1.422 -3.795 5.510 -0.139 -0.211 0.018 0.3503
H -1.984 -2.528 6.667 -0.174 -0.335 0.060 0.3670
H -0.322 -2.545 6.128 -0.145 -0.109 -0.025 0.2923
H -0.890 -1.880 3.915 -0.307 0.061 -0.076 -0.2335
H -1.687 -0.790 5.079 -0.065 -0.099 -0.242 0.0715
H -3.281 -1.459 3.527 0.157 0.218 0.327 0.2425
C 1.829 0.289 4.478 -0.102 0.652 -0.468 -0.8366
C 2.247 -0.952 5.236 -0.337 0.078 0.927 1.1337
C 3.737 -1.230 5.059 0.510 -0.361 1.200 -0.9609
O 4.175 -1.309 3.745 0.185 0.841 -0.365 -0.3425
C 3.890 -2.532 3.175 -0.512 -1.058 -0.717 -0.4750
N 1.906 -0.778 6.690 0.484 0.128 -0.531 -0.7070
H 2.392 1.174 4.810 -0.015 -0.212 0.062 0.5098
H 0.769 0.543 4.557 0.025 -0.300 0.368 0.1294
H 2.008 0.195 3.406 0.251 -0.172 0.098 -0.1283
H 1.670 -1.812 4.855 0.082 0.196 0.212 -0.2588
H 4.016 -2.171 5.577 -0.282 0.168 0.012 0.3934
H 4.334 -0.460 5.565 -0.244 0.164 -0.188 0.3438
H 4.623 -3.305 3.448 -0.092 0.087 0.104 0.3802
H 3.899 -2.418 2.094 0.139 0.041 -0.125 0.0827
H 2.877 -2.892 3.432 0.290 0.028 0.012 0.1420
H 2.298 -1.523 7.272 -0.126 0.062 -0.376 0.2664
H 2.360 0.079 7.031 -0.306 -0.360 -0.250 0.2985
C -1.064 0.558 -3.848 0.179 -0.807 -0.612 -1.3936
C -2.271 0.781 -2.988 0.154 -0.397 1.045 2.1909
C -3.225 1.778 -3.604 -1.927 -2.038 -0.540 -1.0848
O -2.845 3.048 -3.527 1.381 2.772 0.241 -0.3910
C -2.714 3.481 -2.188 -0.848 -0.064 0.253 -0.4618
N -2.978 -0.517 -2.642 -0.276 0.426 -0.372 -0.2111
H -0.519 1.487 -3.995 -0.004 0.117 0.055 0.3176
H -1.360 0.186 -4.841 0.001 0.150 0.154 0.5553
H -0.392 -0.196 -3.436 0.011 0.193 0.064 0.1676
H -1.930 1.202 -2.032 -0.212 -0.317 -0.219 -1.6803
H -4.228 1.697 -3.124 0.097 -0.361 0.068 0.4988
H -3.385 1.565 -4.662 0.046 -0.278 -0.136 0.3760
H -1.789 3.128 -1.740 0.078 0.276 0.096 -0.0593
H -3.577 3.073 -1.617 0.330 0.190 0.018 0.3751
H -2.785 4.560 -2.159 0.240 0.163 -0.064 0.3328
H -3.318 -0.895 -3.544 0.325 -0.077 0.642 0.1697
H -3.848 -0.236 -2.174 -0.127 0.308 -0.526 0.4556
C -1.623 -4.956 -1.730 -0.078 -0.043 0.983 -1.3542
C -2.516 -4.078 -2.599 1.089 0.280 1.119 1.4418
C -2.960 -4.800 -3.827 -0.728 1.028 -0.645 -1.1538
O -3.770 -5.873 -3.432 0.284 0.278 -0.018 -0.3047
C -4.329 -6.564 -4.525 -0.116 -0.211 -0.384 -0.7932
N -3.688 -3.533 -1.809 -0.421 -0.635 -0.789 -0.5639
H -2.084 -5.912 -1.465 -0.014 0.108 -0.200 0.4332
H -1.351 -4.489 -0.758 -0.136 0.027 -0.378 0.1610
H -0.670 -5.141 -2.220 -0.075 -0.025 -0.154 0.2976
H -1.874 -3.227 -2.876 -0.416 -0.021 -0.195 -0.4880
H -2.086 -5.042 -4.450 -0.165 -0.419 0.153 0.4832
H -3.555 -4.055 -4.421 0.162 -0.570 0.023 0.5062
H -4.831 -5.884 -5.226 0.076 0.014 0.115 0.3236
H -5.066 -7.253 -4.128 0.000 -0.119 0.024 0.2586
H -3.557 -7.118 -5.067 -0.063 -0.003 0.002 0.3069
H -4.280 -3.088 -2.533 0.123 -0.278 0.606 0.2335
H -4.243 -4.349 -1.494 0.354 0.461 -0.275 0.2787
C -1.255 2.532 3.939 -0.001 -0.508 0.565 -0.9853
C -1.966 3.858 3.742 -0.012 0.064 0.434 0.6507
C -2.264 4.117 2.287 -0.129 -0.250 -0.558 0.2264
O -2.731 5.438 2.161 0.077 -0.398 0.572 -0.4497
C -2.965 5.774 0.837 0.119 0.338 -1.105 -0.4621
N -3.157 3.941 4.622 -0.116 0.056 -0.754 -0.7507
H -0.861 2.480 4.957 -0.252 -0.056 0.062 0.4536
H -0.380 2.340 3.312 -0.228 0.333 -0.306 0.1079
H -1.953 1.689 3.814 0.153 0.122 -0.034 0.2564
H -1.268 4.649 4.054 -0.776 -0.347 0.053 -0.2601
H -3.033 3.409 1.888 0.207 0.172 0.253 0.5941
H -1.352 3.976 1.671 -0.483 0.000 0.188 -0.7313
H -3.749 5.143 0.382 0.042 0.099 0.125 0.2808
H -2.053 5.692 0.216 -0.177 -0.073 0.206 0.0225
H -3.277 6.816 0.805 -0.150 0.009 0.007 0.3692
H -3.752 3.121 4.469 0.283 0.183 0.075 0.3177
H -3.728 4.735 4.302 0.382 -0.273 0.305 0.3087
```
Forces are in eV/Å.